1.
A structure of composition C40H32AsN6O3PmS in a non-equilibrium geometry. Source: the Open Molecules 2025 dataset; level of theory: ωB97M-V/def2-TZVPD.

Each line ends with the Löwdin spin population.
Cartesian coordinates (Å):
1 H -0.32011 -0.46577 7.24269  0.0000
2 H -2.56401 2.91645 2.11201  -0.0001
3 H -1.81001 -3.39238 7.05790  0.0000
4 H -5.52791 0.10442 -1.61841  0.0000
5 C -2.20188 0.41612 -2.03049  0.0001
6 C 2.32138 3.40569 1.90979  -0.0002
7 H 1.61713 4.71578 -1.41481  0.0000
8 C -2.06876 0.25468 -4.97030  0.0000
9 H 1.78237 -4.77139 2.52417  0.0000
10 C -0.79771 -0.06254 -4.51133  -0.0001
11 H -1.04406 0.71646 6.17499  0.0000
12 S -2.41058 -2.17942 1.09933  -0.0081
13 H -0.60561 -5.68987 6.27575  0.0000
14 H 1.28756 -0.35521 -5.07510  0.0000
15 H 3.39979 3.69043 1.76287  0.0000
16 C 4.68397 -2.92249 -2.68937  0.0000
17 C -0.00069 3.95190 2.03833  -0.0002
18 H -2.90607 0.21801 -4.33731  0.0000
19 C 1.62865 1.45027 -2.17555  0.0001
20 O -0.06070 -1.20058 3.49050  -0.0058
21 C -2.04489 1.81257 -1.80655  0.0001
22 N -4.79420 -1.20947 1.64562  0.0001
23 C -2.25101 0.74507 -6.24037  0.0000
24 N -3.30244 0.45976 1.66634  0.0000
25 N 0.62234 1.68350 1.89836  -0.0065
26 H -0.80923 4.68894 2.12104  0.0000
27 O 2.21231 -0.57801 0.62996  -0.0062
28 C -4.57902 0.59356 -1.66722  0.0000
29 C 3.65094 -2.84130 -1.74603  -0.0001
30 H 4.82087 -3.69215 -3.43720  0.0000
31 C -0.39080 2.62143 1.98112  0.0002
32 H 3.19040 2.96478 -2.09142  0.0000
33 H 2.59904 1.21570 1.98091  0.0001
34 N 2.30197 -2.90268 0.68887  0.0004
35 H 6.34926 -0.14646 -1.76719  0.0000
36 C 1.33484 4.35467 1.90051  0.0005
37 C -0.21040 -2.37272 4.16955  -0.0001
38 C -3.50625 -0.85578 1.47842  0.0002
39 C 0.27368 1.21392 -2.14835  0.0002
40 C 5.64461 -1.88797 -2.74279  0.0000
41 H -5.10518 -2.13344 1.32278  -0.0001
42 H 4.63331 -0.03204 -0.04119  0.0000
43 H 0.96863 0.57068 -7.24174  0.0000
44 C 3.59311 -1.76344 -0.88447  -0.0002
45 C -0.15178 3.47931 -1.46166  0.0000
46 C 1.26969 -3.73488 2.57131  0.0004
47 H 2.23407 0.57943 -2.47033  0.0000
48 As -0.59197 -0.45654 -2.61143  -0.0002
49 H -5.33202 2.61816 -1.49611  0.0000
50 C 2.11173 2.71619 -1.94097  0.0000
51 N 1.43411 -2.77808 1.75404  -0.0042
52 H 1.51472 5.40213 1.81094  0.0000
53 H -3.12293 3.65252 -1.52716  0.0000
54 H -0.86109 4.26570 -1.28078  0.0000
55 C 4.59908 -0.82303 -0.81264  0.0000
56 C 0.40899 -3.58219 3.81377  0.0002
57 C -1.16572 0.86320 -7.07578  0.0000
58 H -5.48967 -0.47967 1.60427  0.0000
59 C 0.06885 0.41165 -6.64711  0.0000
60 H -1.27004 1.08230 -8.12364  0.0000
61 C -0.65871 2.22847 -1.78269  0.0001
62 C 1.88725 2.07530 2.04554  0.0003
63 C -3.45498 -0.20176 -1.90134  0.0001
64 C 0.19718 -4.73513 4.58999  0.0000
65 C -3.24510 2.59915 -1.63522  0.0000
66 H 0.63043 -5.68112 4.24912  0.0000
67 C -1.79524 2.14568 1.95176  0.0000
68 H 6.32107 -1.97162 -3.54957  0.0000
69 C -0.54955 -4.72874 5.73085  0.0001
70 C 2.61770 -1.73686 0.19998  -0.0004
71 C -4.48666 1.94998 -1.60478  0.0000
72 H 2.84835 -3.55566 -1.75792  0.0000
73 Pm 0.00392 -0.73029 1.35332  4.0326
74 H -3.54826 -1.23934 -2.02156  0.0000
75 H -3.25600 0.94876 -6.57874  0.0000
76 H 0.34402 -0.16989 5.51909  0.0000
77 C -1.11026 -3.51679 6.17532  0.0000
78 N -2.04737 0.89461 1.73983  -0.0031
79 C 5.57407 -0.90067 -1.80623  0.0000
80 O -1.50184 -1.16019 5.77026  0.0000
81 C -0.95286 -2.39009 5.39138  -0.0001
82 C 1.18637 3.71833 -1.59354  0.0001
83 C 0.27364 -0.10848 -5.35983  0.0000
84 C -0.53784 -0.25959 6.23360  0.0000

## Properties
HOMO (spin up / spin down) = -7.64 / -7.66 eV
<S²> = 6.00
ΔE to the lowest compared entry with this formula, charge and spin = 56.7 kcal/mol
Frontier orbital gap (spin up / spin down) = 7.09 / 7.11 eV
2S+1 = 5


2.
A cluster of 2 separate species, C4H11NO4P in total in a non-equilibrium geometry. Source: the Open Molecules 2025 dataset; level of theory: ωB97M-V/def2-TZVPD.

Each line ends with the Löwdin spin population.
Cartesian coordinates (Å):
1 C -0.05469 0.03720 -1.71022  0.2183
2 C 2.01549 -1.22763 -0.73263  0.2836
3 H -3.72099 1.51243 0.78140  0.0005
4 H -0.00762 -0.41580 -2.68151  0.0891
5 O -1.50140 1.21757 3.90269  0.0014
6 H 1.39205 -1.81153 0.02259  0.0433
7 H 1.84910 2.00385 -0.94643  0.0649
8 H 2.99855 -1.04679 -0.38168  0.0485
9 C -3.24299 0.62298 1.11935  0.0022
10 H 1.07557 1.27189 0.54009  0.0409
11 C 1.81988 1.12339 -0.35215  0.2216
12 O -3.55476 0.31567 2.45713  0.0014
13 H -0.79949 -0.36106 -0.94215  0.0276
14 O -1.67501 0.90124 1.25474  0.0099
15 H 1.98197 -1.85649 -1.67404  0.1056
16 H 2.86101 0.86754 0.11440  0.0448
17 H -3.43150 -0.29799 0.42579  0.0014
18 N 1.43460 0.02598 -1.28577  0.7529
19 P -1.81400 0.23522 2.82796  0.0011
20 H -0.32313 1.08448 -1.87727  0.0349
21 O -1.41218 -1.15350 2.73457  0.0061

## Properties
HOMO (spin up / spin down) = -0.11 / -5.81 eV
Net charge = -1
<S²> = 2.00
Frontier orbital gap (spin up / spin down) = 3.53 / 5.16 eV
2S+1 = 3


3.
A cluster of 9 separate species, C3H27N2O9 in total in a non-equilibrium geometry. Source: the Open Molecules 2025 dataset; level of theory: ωB97M-V/def2-TZVPD.

Each line ends with the Löwdin spin population.
Cartesian coordinates (Å):
1 N -1.76855 2.52290 -0.44247  0.7088
2 H 1.51302 -3.19257 -1.46259  0.0000
3 H -0.50154 -4.82097 -0.02698  0.0000
4 H 1.52088 1.82580 1.73521  0.0008
5 H -0.12458 3.36199 0.61319  0.0124
6 H -1.17219 -0.13398 0.12049  0.0004
7 O -0.33251 -0.36491 -2.08921  0.0004
8 H -1.66715 1.91907 2.33994  -0.0013
9 H -1.11100 -0.56871 1.64203  -0.0003
10 H -0.20515 -3.73797 0.98684  0.0000
11 C 0.64921 1.44359 2.44768  0.0121
12 H 2.45592 -1.00623 -1.70611  0.0000
13 H 3.33429 0.96281 -2.63965  0.0000
14 H 1.10377 -2.63959 -0.10279  0.0000
15 C -0.76518 1.58628 1.61102  0.0715
16 O -3.27420 -0.86394 -0.59213  0.0061
17 H 1.92423 -0.37619 -0.51001  0.0000
18 C -0.57127 2.46277 0.35584  0.0940
19 O -1.13421 -1.91339 2.77929  0.0001
20 O 2.53557 1.27704 -3.10434  0.0001
21 O 1.92883 3.58835 -1.84293  0.0016
22 H 0.32725 -1.00696 -1.93688  0.0000
23 H -1.75246 -2.55866 2.32332  0.0000
24 O 0.70503 -3.04339 -0.92088  0.0000
25 H -0.86507 -0.68693 -2.80109  0.0000
26 H -2.37641 -1.16559 -0.51423  -0.0001
27 H 0.94925 -0.26308 3.32899  -0.0004
28 H 0.27010 2.06937 -0.38005  0.0209
29 H 2.05116 4.38331 -2.43007  0.0001
30 O -0.80366 -4.46295 0.85006  0.0000
31 O 1.01119 0.07042 2.31081  0.0335
32 H 2.86483 1.53884 -3.98333  0.0000
33 H -1.71661 2.17600 -1.38058  0.0235
34 H -2.38080 0.51732 1.07403  0.0031
35 H -0.47449 -2.55062 3.04767  0.0000
36 H 0.44186 1.65587 3.52095  0.0015
37 H -3.38048 -0.31239 -1.42768  -0.0004
38 O 2.44895 -1.02980 -0.83584  0.0000
39 H 2.06226 2.94213 -2.56765  0.0000
40 H -2.14728 3.54080 -0.54682  0.0107
41 N -1.30288 0.20736 1.12218  0.0012

## Properties
HOMO (spin up / spin down) = -16.41 / -16.41 eV
Net charge = +2
<S²> = 0.75
ΔE to the lowest compared entry with this formula, charge and spin = 56.1 kcal/mol
Frontier orbital gap (spin up / spin down) = 9.90 / 3.82 eV
2S+1 = 2


4.
A cluster of 2 separate species, C4H5NO3 in total in a non-equilibrium geometry. Source: the Open Molecules 2025 dataset; level of theory: ωB97M-V/def2-TZVPD.

Each line ends with the Löwdin spin population.
Cartesian coordinates (Å):
1 O 0.88101 1.70697 0.29095  0.1616
2 C 0.10349 0.88132 0.73990  0.0363
3 H -0.07633 0.54942 1.74874  0.0062
4 H -2.57449 -0.38830 1.00127  0.0027
5 N 2.02995 -0.46091 -0.54606  0.2380
6 H -0.85741 0.89533 -1.05125  -0.0004
7 O 0.61807 -2.02520 0.47145  0.3514
8 H 2.38296 -0.78429 -1.52064  0.0518
9 C -2.22862 -0.11849 0.00908  0.0391
10 C -1.01578 0.44902 -0.12123  0.0043
11 H -2.97115 -0.30697 -0.77675  0.0025
12 C 1.16263 -1.10722 0.06113  0.3896
13 O 2.54567 0.70932 -0.30658  0.7169

## Properties
HOMO (spin up / spin down) = -7.18 / -9.57 eV
<S²> = 2.01
ΔE to the lowest compared entry with this formula, charge and spin = 111.5 kcal/mol
Frontier orbital gap (spin up / spin down) = 7.44 / 7.48 eV
2S+1 = 3


| no. | M (g mol⁻¹) |
| --- | --- |
| 1 | 896.724 |
| 2 | 168.109 |
| 3 | 235.254 |
| 4 | 115.088 |